[1]
The following is a quantum chemistry calculation of a gas-phase ion, C2H4N7O2 (charge -1) at a distorted geometry, from OMol25.

XYZ file:
```
15
Properties=species:S:1:pos:R:3:forces:R:3:nbo_charge:R:1
N -3.46601 -0.27042 0.24968 3.2 -0.9 -0.5 0.60
N -2.29672 -0.65278 -0.21678 1.1 -1.0 0.1 -0.49
N 0.30903 -1.07616 -1.34380 0.9 -2.5 -1.5 0.00
N -0.64324 -0.57900 -1.91088 -0.5 0.5 -0.7 -0.16
O -3.88682 -0.94221 1.21417 -1.0 0.5 -0.3 -0.54
N 1.67886 -1.45910 0.39615 2.5 4.8 -0.8 -0.64
C -0.63784 1.04762 -0.25051 3.2 1.6 0.8 0.03
N 0.50744 -0.84704 -0.04398 -0.5 -0.8 0.5 0.02
H 2.18417 -0.56661 0.79981 -0.7 -2.7 -0.6 0.35
H -0.37655 2.14661 -0.19846 -1.5 -1.0 -0.2 0.20
H 1.56362 -2.14590 1.06776 -1.0 -1.2 1.7 0.35
H -2.21206 0.85360 -1.86367 1.7 -1.1 2.0 0.20
C -1.50591 0.24221 -1.08357 -5.1 1.3 -1.6 -0.08
N 0.38029 0.44121 0.28701 -0.6 1.1 0.9 -0.30
O -4.00852 0.69675 -0.26395 -1.9 1.5 0.0 -0.56
```
Forces are in eV/Å.

Computed properties:
Kohn-Sham gap	8.0585	eV
SMILES	NN1N=C[C@H](N=[N+]([O-])[O-])N=N1
relative energy (zero: lowest compared OMol25 entry of this formula, charge and spin)	0.0000	eV
LUMO level	3.9449	eV
calculated total energy	-612.1767	hartree
charge	-1
max |F|	5.474	eV Å⁻¹



[2]
The following is a quantum chemistry calculation of a gas-phase ion, C2H4NO2 (charge -1) at a distorted geometry, from OMol25.

XYZ file:
```
9
Properties=species:S:1:pos:R:3:forces:R:3:nbo_charge:R:1
C -0.37072 -0.49428 -0.26788 -0.6 -0.9 1.3 0.85
C 0.81227 1.46801 0.57040 0.7 0.4 -0.4 -0.41
N 0.64683 0.03859 0.66334 -0.2 -0.2 -0.9 -0.71
H 1.23662 1.81294 -0.39280 0.0 -0.1 0.0 0.14
O -1.40293 0.18015 -0.42486 0.2 0.4 -0.3 -0.80
H 1.46445 -0.48699 0.37426 0.2 0.2 0.3 0.36
O -0.12074 -1.66284 -0.64420 0.2 0.2 -0.4 -0.81
H 1.47228 1.87243 1.34306 0.0 -0.1 0.2 0.16
H -0.14468 1.95421 0.63361 -0.5 0.0 0.2 0.22
```
Forces are in eV/Å.

Computed properties:
Kohn-Sham gap	8.3163	eV
SMILES	CNC(=O)[O-]
relative energy (zero: lowest compared OMol25 entry of this formula, charge and spin)	0.0672	eV
LUMO level	4.4168	eV
calculated total energy	-283.9085	hartree
charge	-1
max |F|	1.654	eV Å⁻¹



[3]
The following is a quantum chemistry calculation of 2 unconnected molecules or ions with the total composition C2H4NO2 at a distorted geometry, from OMol25.

XYZ file:
```
9
Properties=species:S:1:pos:R:3:forces:R:3:nbo_charge:R:1
O 0.13356 -2.34694 -0.09316 1.9 -2.5 -0.9 -0.61
C 0.71182 0.40627 -0.28826 1.3 0.7 -1.4 -0.45
H 1.54916 0.13735 0.32850 0.1 0.1 0.5 0.18
H 1.06081 0.92624 -1.20320 -0.7 -0.2 0.4 0.16
N 1.12524 -3.15898 -0.01566 -0.2 0.1 0.3 0.22
H -1.27882 -0.03292 -0.62843 -2.8 0.3 -2.4 0.16
C -0.44626 -0.18185 -0.09346 2.3 1.6 2.2 -0.28
O 2.01527 -3.17499 -0.90863 -1.5 0.7 0.4 -0.58
H -0.57628 -0.62504 0.85176 -0.3 -0.7 0.7 0.20
```
Forces are in eV/Å.

Computed properties:
Kohn-Sham gap	7.3810	eV
relative energy (zero: lowest compared OMol25 entry of this formula, charge and spin)	4.9239	eV
LUMO level	4.6924	eV
calculated total energy	-283.7301	hartree
charge	-1
max |F|	3.712	eV Å⁻¹



[4]
The following is a quantum chemistry calculation of 2 unconnected molecules or ions with the total composition C2H4NO2 at a distorted geometry, from OMol25.

XYZ file:
```
9
Properties=species:S:1:pos:R:3:forces:R:3:nbo_charge:R:1
N 2.22314 2.30748 -1.97223 -4.0 -2.2 4.0 0.65
O 1.41693 2.01093 -1.26530 3.8 3.0 -4.3 0.14
H -1.18571 -1.97145 0.16017 0.0 1.6 0.5 0.29
H -1.00316 0.58342 -0.40791 0.5 0.4 -0.6 0.13
H -1.51766 -0.47278 1.27143 -0.4 -1.1 0.7 0.26
H 0.01965 -1.68796 1.45109 -1.7 1.6 -0.8 0.26
O 0.97492 0.34514 -0.04700 2.5 -0.3 0.1 -0.48
C -0.77344 -1.11609 0.79368 2.3 -2.0 0.3 -0.73
C -0.15466 0.00131 0.01606 -2.9 -1.0 0.0 0.48
```
Forces are in eV/Å.

Computed properties:
Kohn-Sham gap (spin up / spin down)	6.7350 / 6.2299	eV
relative energy (zero: lowest compared OMol25 entry of this formula, charge and spin)	4.1448	eV
LUMO level (spin up / spin down)	-8.3419 / -8.5586	eV
calculated total energy	-283.4038	hartree
charge	+1
max |F|	6.503	eV Å⁻¹



[5]
The following is a quantum chemistry calculation of a gas-phase ion, C2H4NO2 (charge +1) at a distorted geometry, from OMol25.

XYZ file:
```
9
Properties=species:S:1:pos:R:3:forces:R:3:nbo_charge:R:1
H 0.06796 -0.33425 1.57125 -0.8 -0.8 -0.3 0.25
O 2.37108 0.76191 -0.01300 -0.3 0.2 -0.3 -0.35
H -0.62847 0.95373 -0.69152 -0.9 0.3 -1.1 0.46
C 0.12807 -0.30750 0.47617 0.1 0.3 2.4 0.09
H -1.19168 -0.63510 -0.96373 -0.4 1.1 0.3 0.48
N -1.07665 0.14663 -0.26422 0.5 -0.3 -1.6 -0.71
H -1.98037 0.48838 0.10443 0.5 -0.7 0.7 0.48
C 1.38560 0.15610 0.05158 1.2 -1.6 -0.8 0.74
O 0.92446 -1.22990 -0.27095 0.1 1.6 0.7 -0.45
```
Forces are in eV/Å.

Computed properties:
Kohn-Sham gap	11.3052	eV
SMILES	[NH3+][C@H]1OC1=O
relative energy (zero: lowest compared OMol25 entry of this formula, charge and spin)	2.1679	eV
LUMO level	-4.8173	eV
calculated total energy	-283.4765	hartree
charge	+1
max |F|	2.388	eV Å⁻¹



[6]
The following is a quantum chemistry calculation of a molecular structure, C2H4NO2 at a distorted geometry, from OMol25.

XYZ file:
```
9
Properties=species:S:1:pos:R:3:forces:R:3:nbo_charge:R:1
H -1.18990 -0.76552 0.88322 -1.5 -0.7 3.3 0.21
H -0.30143 1.30052 -0.93475 -0.5 1.4 -0.8 0.30
H -1.38165 -1.11167 -0.72796 0.3 0.5 -0.7 0.24
C -0.70887 -0.67279 0.00555 0.8 -0.5 -2.5 -0.09
N 1.18763 0.27055 -0.07069 2.4 -6.5 0.9 0.58
C -0.15623 0.73069 -0.06229 -1.4 -1.2 -0.8 -0.31
O 0.57398 -1.34825 0.03508 1.7 4.5 -0.3 -0.29
O 2.30092 0.49209 -0.02948 -1.6 0.7 -0.3 0.06
H -0.32445 1.10437 0.90134 -0.1 1.9 1.3 0.30
```
Forces are in eV/Å.

Computed properties:
Kohn-Sham gap (spin up / spin down)	9.0863 / 9.0906	eV
relative energy (zero: lowest compared OMol25 entry of this formula, charge and spin)	6.0465	eV
LUMO level (spin up / spin down)	-8.0525 / -8.0506	eV
calculated total energy	-283.3340	hartree
charge	+1
max |F|	7.027	eV Å⁻¹



[7]
The following is a quantum chemistry calculation of a single C2H4NO2P molecule at a distorted geometry, from OMol25.

XYZ file:
```
10
Properties=species:S:1:pos:R:3:forces:R:3:nbo_charge:R:1
P 2.32615 -0.24816 -0.47685 -0.7 -1.2 -0.1 1.15
H -0.98356 1.33604 -0.41587 0.8 0.4 -0.2 0.22
C -0.24051 0.63244 -0.01678 -2.3 0.1 2.5 -0.28
H -0.33113 0.70016 1.11724 0.5 0.5 -1.3 0.23
C -0.84291 -0.74122 -0.22342 -2.3 -0.6 -0.1 -0.10
O -0.06612 -1.67166 0.28003 1.8 -1.0 0.3 -0.50
H -1.33781 -1.05418 -1.20973 0.8 0.9 0.8 0.15
H -1.68712 -0.55019 0.53821 0.2 -0.7 -1.0 0.20
O 2.07384 0.75667 0.76224 0.2 0.2 1.2 -0.62
N 1.08916 0.84010 -0.35506 1.1 1.4 -2.0 -0.45
```
Forces are in eV/Å.

Computed properties:
Kohn-Sham gap (spin up / spin down)	6.5133 / 8.7338	eV
relative energy (zero: lowest compared OMol25 entry of this formula, charge and spin)	6.5759	eV
LUMO level (spin up / spin down)	-1.6192 / -0.8829	eV
calculated total energy	-624.9896	hartree
charge	0
max |F|	3.446	eV Å⁻¹



[8]
The following is a quantum chemistry calculation of 2 unconnected molecules or ions with the total composition C2H4NO3 at a distorted geometry, from OMol25.

XYZ file:
```
10
Properties=species:S:1:pos:R:3:forces:R:3:nbo_charge:R:1
C 0.73531 -0.32608 -0.17737 0.0 0.6 0.1 0.86
H 1.90018 -1.97471 0.28292 0.3 0.1 0.1 0.37
H -1.28874 0.93082 -0.98831 0.0 -0.1 -0.1 0.16
H 2.61186 -0.39287 0.68918 0.1 -0.2 0.1 0.38
O -2.13082 1.95050 0.51757 -0.2 -0.2 0.3 -0.59
C -1.90003 0.92986 -0.09189 -0.7 0.8 -0.3 0.31
O -0.15445 -1.04243 -0.69704 0.3 -0.4 0.1 -0.83
N 1.88743 -0.97258 0.31691 -0.5 -0.2 -0.3 -0.93
O 0.72467 0.92447 -0.02634 0.3 -0.3 -0.1 -0.81
H -2.38542 -0.02699 0.17436 0.3 -0.1 0.2 0.09
```
Forces are in eV/Å.

Computed properties:
Kohn-Sham gap	8.6384	eV
relative energy (zero: lowest compared OMol25 entry of this formula, charge and spin)	1.1833	eV
LUMO level	4.4272	eV
calculated total energy	-359.1374	hartree
charge	-1
max |F|	1.104	eV Å⁻¹



[9]
The following is a quantum chemistry calculation of a molecular structure, C2H4NO3 at a distorted geometry, from OMol25.

XYZ file:
```
10
Properties=species:S:1:pos:R:3:forces:R:3:nbo_charge:R:1
O 0.14664 -0.89050 -0.25727 -1.1 -0.2 -0.1 -0.38
O -3.15672 -0.17000 0.44894 -0.3 -0.2 -0.3 -0.05
H 1.47121 0.35351 0.73332 -0.4 0.3 0.4 0.00
H 0.84120 0.86003 1.37727 -0.1 -1.4 -1.5 0.22
N -2.07397 0.03378 0.11977 -1.0 0.0 0.1 0.48
O -1.44828 1.04277 -0.53716 -0.6 0.2 -0.6 -0.24
H 2.11854 -1.18294 -0.49878 -0.1 0.1 0.3 0.26
H 1.48665 0.41520 -1.16024 -0.2 0.1 0.3 0.23
C -0.76220 -0.07129 0.20298 3.2 0.8 1.7 0.48
C 1.37693 -0.39056 -0.42882 0.6 0.3 -0.2 -0.01
```
Forces are in eV/Å.

Computed properties:
Kohn-Sham gap (spin up / spin down)	7.5378 / 7.5426	eV
relative energy (zero: lowest compared OMol25 entry of this formula, charge and spin)	5.5764	eV
LUMO level (spin up / spin down)	-7.8008 / -7.8002	eV
calculated total energy	-358.4150	hartree
charge	+1
max |F|	3.689	eV Å⁻¹



[10]
The following is a quantum chemistry calculation of a gas-phase ion, C2H4NO3P (charge -2) at a distorted geometry, from OMol25.

XYZ file:
```
11
Properties=species:S:1:pos:R:3:forces:R:3:nbo_charge:R:1
O -2.71539 -3.11291 -2.03783 -0.4 0.8 0.0 -1.24
O -0.43047 -3.69088 -2.94381 1.4 -0.1 -1.5 -1.24
H 1.61072 -0.05838 -0.52426 -0.7 -0.1 1.2 0.14
O -1.00457 -4.21647 -0.47971 0.1 1.8 -1.6 -1.25
C 0.63180 0.28604 -0.02250 1.4 0.7 0.7 -0.43
C -0.25895 -1.46957 -1.16642 1.7 -4.5 -0.6 -0.14
H 0.55850 0.13419 1.12394 0.6 0.2 -1.7 0.17
P -1.25584 -3.34219 -1.76972 -0.4 -0.9 3.3 2.37
H 0.66885 1.38124 -0.20878 -0.5 -0.3 0.2 0.15
H 0.89049 -1.74816 -1.01428 -1.2 -0.3 -0.8 0.04
N -0.45719 -0.37597 -0.63728 -2.0 2.6 0.7 -0.57
```
Forces are in eV/Å.

Computed properties:
Kohn-Sham gap	5.9288	eV
SMILES	C/N=C/P(=O)([O-])[O-]
relative energy (zero: lowest compared OMol25 entry of this formula, charge and spin)	1.0854	eV
LUMO level	6.5375	eV
calculated total energy	-700.4224	hartree
charge	-2
max |F|	4.811	eV Å⁻¹



Q: What is the formula in the seventh record?
A: C2H4NO2P



Q: Number 8 is which compound?
A: C2H4NO3



Q: charge of number 5 (C2H4NO2)?
A: +1



Q: The highest relative energy (zero: lowest compared OMol25 entry of this formula, charge and spin) belongs to which entry?
A: C2H4NO2P